Entry from OMol25: a molecular structure, C16H44N4O12S2Sr in a non-equilibrium geometry (ωB97M-V/def2-TZVPD).

Last column: Löwdin charge in e.
Element x y z (Å)
Sr (1.074, -0.334, 0.542)  1.476
S (0.760, -3.817, 1.834)  0.059
O (0.456, -3.878, 3.242)  -0.445
O (2.085, -4.232, 1.501)  -0.343
O (-0.335, -4.713, 1.546)  -0.440
O (0.517, -2.503, 1.321)  -0.554
S (3.685, -1.263, -0.855)  0.129
O (4.047, -2.525, -1.454)  -0.361
O (3.346, -1.635, 0.532)  -0.456
O (4.716, -0.244, -0.809)  -0.389
O (2.399, -0.836, -1.364)  -0.534
C (0.497, 3.226, -2.307)  -0.041
C (-0.502, 2.087, -2.064)  -0.431
C (-1.339, 1.623, -3.297)  -0.181
O (-2.349, 0.753, -2.808)  -0.169
C (-3.356, 0.586, -3.757)  -0.133
N (0.111, 0.938, -1.549)  -0.026
H (-0.069, 4.096, -2.643)  0.063
H (1.135, 2.934, -3.141)  0.084
H (0.973, 3.625, -1.411)  0.059
H (-1.094, 2.421, -1.212)  0.126
H (-0.764, 1.049, -4.023)  0.132
H (-1.600, 2.474, -3.925)  0.109
H (-3.419, 1.280, -4.596)  0.077
H (-4.358, 0.742, -3.356)  0.080
H (-3.311, -0.416, -4.183)  0.085
H (-0.609, 0.233, -1.617)  0.029
H (0.862, 0.626, -2.149)  0.073
C (-2.830, 0.853, 3.073)  -0.088
C (-1.795, 1.267, 2.141)  -0.434
C (-1.017, 2.579, 2.440)  -0.139
O (-0.126, 2.925, 1.334)  -0.210
C (0.325, 4.293, 1.340)  -0.094
N (-0.963, 0.082, 2.014)  -0.027
H (-3.499, 1.711, 3.140)  0.077
H (-2.463, 0.624, 4.074)  0.095
H (-3.434, -0.024, 2.840)  0.095
H (-2.261, 1.398, 1.165)  0.141
H (-0.438, 2.553, 3.363)  0.121
H (-1.683, 3.415, 2.654)  0.113
H (-0.028, 4.851, 0.473)  0.078
H (1.411, 4.383, 1.324)  0.078
H (0.018, 4.685, 2.310)  0.077
H (-0.638, 0.157, 2.968)  0.070
H (-1.466, -0.778, 2.177)  0.092
C (-0.347, -3.415, -2.266)  -0.036
C (-1.402, -2.360, -2.019)  -0.416
C (-2.824, -2.937, -2.089)  -0.175
O (-3.057, -3.357, -3.453)  -0.194
C (-4.172, -4.225, -3.568)  -0.127
N (-1.039, -1.595, -0.797)  0.029
H (0.702, -3.140, -2.158)  0.096
H (-0.388, -3.808, -3.282)  0.075
H (-0.553, -4.182, -1.519)  0.087
H (-1.254, -1.793, -2.939)  0.116
H (-3.571, -2.189, -1.822)  0.114
H (-2.822, -3.756, -1.369)  0.133
H (-4.982, -3.950, -2.893)  0.076
H (-3.925, -5.272, -3.389)  0.083
H (-4.542, -4.133, -4.589)  0.075
H (-1.948, -1.440, -0.385)  0.071
H (-0.724, -2.329, -0.178)  0.033
C (4.688, 2.319, 2.176)  -0.063
C (3.553, 1.314, 1.973)  -0.385
C (2.469, 1.322, 3.040)  -0.243
O (1.594, 0.246, 3.029)  -0.299
C (2.035, -0.996, 3.640)  -0.052
N (2.982, 1.474, 0.605)  -0.011
H (5.456, 1.977, 2.870)  0.067
H (4.510, 3.307, 2.602)  0.060
H (5.206, 2.443, 1.226)  0.078
H (3.972, 0.328, 2.175)  0.140
H (1.900, 2.242, 2.906)  0.103
H (2.886, 1.459, 4.038)  0.124
H (2.518, -1.655, 2.919)  0.080
H (1.069, -1.458, 3.844)  0.071
H (2.571, -1.015, 4.589)  0.092
H (3.128, 2.380, 0.183)  0.075
H (3.641, 0.927, 0.069)  0.001

## Properties
HOMO: 0.37 eV
Strongest force on any atom: 6.8 eV Å⁻¹
Net charge: -2
Calculated total energy: -70341.277 eV
Molar mass: 636.30 g mol⁻¹
LUMO level: 3.670 eV
Gap between HOMO and LUMO: 3.30 eV



Entry from OMol25: a single C5H7NOS molecule in a non-equilibrium geometry (ωB97M-V/def2-TZVPD).

Last column: natural (NBO) charge in e.
Element x y z (Å)
O (-2.259, -0.043, 0.116)  -0.737
C (-1.182, -0.893, 0.539)  -0.063
C (-0.180, -0.791, -0.654)  -0.465
C (0.005, 0.672, -0.903)  -0.120
C (0.992, 1.368, -0.359)  -0.290
C (2.045, 0.728, 0.423)  0.049
N (2.290, -0.526, 0.494)  -0.550
S (1.358, -1.618, -0.380)  0.463
H (-2.963, -0.143, 0.769)  0.475
H (-0.788, -0.468, 1.398)  0.168
H (-1.513, -1.911, 0.744)  0.174
H (-0.636, -1.338, -1.493)  0.245
H (-0.925, 1.133, -1.276)  0.240
H (1.032, 2.453, -0.408)  0.222
H (2.724, 1.375, 0.992)  0.188

## Properties
HOMO: -8.28 eV
Strongest force on any atom: 2.4 eV Å⁻¹
Calculated total energy: -19669.648 eV
Molar mass: 129.18 g mol⁻¹
LUMO level: 0.373 eV
Gap between HOMO and LUMO: 8.65 eV
SMILES string: OC[C@H]1C=CC=NS1
Energy relative to the best compared isomer or geometry (same formula, charge and spin): 188.6 kJ/mol



Entry from OMol25: a molecular structure, C31H51BrN2OP2Ru in a non-equilibrium geometry (ωB97M-V/def2-TZVPD).

Last column: Mulliken spin population.
Element x y z (Å)
N (-4.655, -7.529, 5.709)  0.804
C (-3.804, -6.801, 6.434)  0.004
C (-2.967, -5.846, 5.854)  0.098
C (-3.055, -5.598, 4.460)  -0.046
C (-3.960, -6.392, 3.717)  0.098
C (-4.734, -7.352, 4.392)  0.005
C (-2.281, -4.533, 3.831)  0.067
Ru (0.301, 0.461, -0.288)  1.480
P (-1.973, 5.464, -2.498)  0.683
C (-2.653, -3.936, 2.675)  -0.032
C (-1.916, -2.854, 2.109)  0.060
C (-2.572, -2.036, 1.168)  -0.028
C (-1.922, -0.924, 0.645)  0.040
C (-0.619, -0.683, 1.086)  0.035
C (0.075, -1.470, 2.001)  0.057
C (-0.596, -2.576, 2.519)  -0.010
Br (1.229, 2.538, -1.167)  0.277
H (-1.420, -4.194, 4.405)  0.003
H (-3.596, -4.206, 2.190)  -0.002
H (-2.278, -5.273, 6.480)  0.009
H (-4.058, -6.279, 2.639)  0.010
H (-3.777, -6.977, 7.512)  0.025
H (-5.428, -7.984, 3.834)  0.025
H (-3.590, -2.283, 0.872)  0.001
H (-0.094, -3.230, 3.235)  -0.002
H (-2.377, -0.245, -0.072)  0.003
H (1.104, -1.218, 2.253)  0.005
P (0.447, -0.719, -2.047)  -0.052
C (-2.065, 5.412, -0.657)  0.064
C (-3.061, 6.437, -0.099)  0.011
H (-1.052, 5.619, -0.282)  -0.005
H (-2.338, 4.392, -0.362)  0.038
H (-2.874, 6.605, 0.968)  0.001
H (-2.969, 7.403, -0.607)  -0.004
H (-4.096, 6.097, -0.207)  0.000
C (-3.133, 4.149, -3.058)  0.046
C (-3.707, 4.428, -4.450)  0.015
H (-3.942, 4.124, -2.314)  -0.009
H (-2.605, 3.186, -3.028)  0.045
H (-4.592, 3.805, -4.625)  0.001
H (-4.010, 5.475, -4.556)  -0.003
H (-2.981, 4.205, -5.240)  -0.001
C (-0.320, 4.842, -2.985)  0.093
C (0.700, 5.965, -3.158)  0.015
H (-0.433, 4.270, -3.919)  -0.008
H (0.011, 4.129, -2.208)  0.031
H (1.614, 5.582, -3.629)  0.002
H (0.295, 6.753, -3.803)  -0.002
H (0.977, 6.414, -2.198)  0.000
C (1.856, -0.378, -3.169)  0.001
C (2.440, -1.573, -3.921)  0.000
H (2.624, 0.122, -2.558)  -0.002
H (1.493, 0.381, -3.877)  0.003
H (2.980, -2.251, -3.254)  0.000
H (1.672, -2.149, -4.448)  0.000
H (3.150, -1.209, -4.671)  0.001
C (-1.018, -0.126, -2.970)  0.012
C (-2.176, -1.110, -3.145)  0.001
H (-0.636, 0.218, -3.941)  0.000
H (-1.345, 0.766, -2.409)  -0.029
H (-1.945, -1.880, -3.891)  0.000
H (-2.448, -1.606, -2.207)  0.000
H (-3.059, -0.561, -3.492)  -0.001
C (0.287, -2.527, -1.874)  0.001
C (1.402, -3.125, -1.020)  -0.002
H (0.260, -2.966, -2.883)  -0.003
H (-0.693, -2.719, -1.416)  0.001
H (0.988, -3.872, -0.330)  0.001
H (2.168, -3.617, -1.633)  0.000
H (1.895, -2.362, -0.402)  0.002
O (2.308, -0.097, 0.345)  0.031
C (3.417, 0.345, 0.776)  0.021
C (3.681, 1.766, 1.176)  0.002
C (4.151, 1.934, 2.624)  0.002
C (5.654, 1.722, 2.795)  0.000
C (6.072, 0.275, 2.581)  0.001
C (5.820, -0.237, 1.165)  -0.001
N (4.420, -0.542, 0.872)  0.008
H (4.438, 2.155, 0.474)  0.003
H (2.759, 2.335, 1.007)  -0.001
H (3.905, 2.956, 2.942)  0.000
H (3.598, 1.262, 3.293)  0.000
H (6.201, 2.372, 2.101)  0.000
H (5.940, 2.019, 3.812)  0.000
H (7.153, 0.185, 2.767)  0.000
H (5.567, -0.377, 3.303)  0.000
H (6.204, 0.490, 0.432)  0.001
H (6.369, -1.171, 1.024)  0.000
H (4.198, -1.468, 0.496)  0.000

## Properties
HOMO (spin up / spin down): -18.57 / -18.55 eV
Strongest force on any atom: 4.4 eV Å⁻¹
Net charge: +4
Calculated total energy: -129162.491 eV
Multiplicity: 5
Molar mass: 710.68 g mol⁻¹
LUMO level (spin up / spin down): -12.496 / -13.160 eV
Gap between HOMO and LUMO (spin up / spin down): 6.07 / 5.39 eV
Energy relative to the best compared isomer or geometry (same formula, charge and spin): 0.0 kJ/mol



Entry from OMol25: a molecular structure, C2Ag9O6 in a non-equilibrium geometry (ωB97M-V/def2-TZVPD).

Last column: natural (NBO) charge in e.
Element x y z (Å)
Ag (1.727, 2.351, 2.351)  0.945
Ag (1.542, 3.519, -1.068)  0.650
Ag (-2.300, -1.767, -0.966)  0.993
Ag (0.407, 1.683, -4.210)  0.834
Ag (3.357, 1.532, -2.806)  0.846
Ag (0.952, -2.066, 0.444)  0.931
Ag (-0.674, -0.068, 2.160)  0.739
Ag (0.998, -1.375, -2.579)  0.717
Ag (-1.303, 3.747, 0.570)  0.912
C (0.501, 0.876, -0.608)  0.969
O (1.121, 1.273, -1.660)  -1.019
O (0.671, 1.621, 0.436)  -0.998
O (-0.162, -0.230, -0.621)  -0.923
C (-1.643, -2.758, 2.122)  0.909
O (-2.277, -3.836, 2.349)  -0.135
O (-1.192, -2.467, 0.958)  -0.960
O (-1.725, -2.036, 3.126)  -0.412

## Properties
HOMO: -21.73 eV
Strongest force on any atom: 3.2 eV Å⁻¹
Net charge: +5
Calculated total energy: -50279.324 eV
Molar mass: 1090.83 g mol⁻¹
LUMO level: -19.526 eV
Gap between HOMO and LUMO: 2.21 eV
Energy relative to the best compared isomer or geometry (same formula, charge and spin): 0.0 kJ/mol



Entry from OMol25: 2 unconnected molecules or ions with the total composition C3H3BrN4O2 in a non-equilibrium geometry (ωB97M-V/def2-TZVPD).

Last column: natural (NBO) charge in e.
Element x y z (Å)
C (1.032, 0.110, -0.074)  0.039
C (0.164, 1.096, 0.298)  0.181
C (0.847, -1.380, -0.257)  -0.628
N (2.159, 0.663, -0.496)  -0.079
N (0.726, 2.258, 0.051)  -0.120
N (-1.939, 0.011, -0.294)  -0.268
N (-1.791, 0.567, 0.752)  0.417
O (-2.228, 0.949, 1.776)  -0.284
O (1.962, 1.997, -0.402)  -0.108
Br (-3.469, -1.080, -0.649)  0.159
H (1.834, -1.717, -0.254)  0.236
H (0.315, -1.698, 0.642)  0.218
H (0.388, -1.776, -1.092)  0.237

## Properties
HOMO (spin up / spin down): -10.52 / -10.52 eV
Strongest force on any atom: 5.0 eV Å⁻¹
Calculated total energy: -83248.610 eV
Molar mass: 206.99 g mol⁻¹
LUMO level (spin up / spin down): -2.140 / -2.138 eV
Gap between HOMO and LUMO (spin up / spin down): 8.38 / 8.38 eV
Energy relative to the best compared isomer or geometry (same formula, charge and spin): 424.6 kJ/mol



Question: Among the records above, which one has the highest strongest force on any atom?
Answer: C16H44N4O12S2Sr



Question: Among the records above, which one has the highest strongest force on any atom?
Answer: C16H44N4O12S2Sr



Question: The lowest molar mass belongs to which entry?
Answer: C5H7NOS